{"formula": "C16H18BrIrN", "method": "ωB97M-V/def2-TZVPD", "species": ["Ir", "Br", "N", "C", "C", "C", "C", "C", "C", "C", "C", "C", "C", "C", "C", "C", "C", "C", "C", "H", "H", "H", "H", "H", "H", "H", "H", "H", "H", "H", "H", "H", "H", "H", "H", "H", "H"], "positions_angstrom": [[0.135076, 0.535860, -0.329942], [-2.203845, 0.569064, -0.486914], [-0.527403, -1.513695, 0.381008], [1.903831, -1.117751, -0.617113], [1.636049, -0.363280, -1.794325], [-1.015750, -2.583309, -1.857260], [0.333378, 3.345925, 0.640799], [1.783315, 1.033795, -1.483300], [2.115422, 1.126850, -0.061121], [2.140004, -0.212363, 0.461862], [0.578640, 3.489434, -0.781874], [-1.008592, 3.005234, 0.827178], [-0.152757, -1.074675, 2.828976], [-0.631563, 3.241966, -1.457057], [-0.605112, -1.879199, 1.688067], [-0.984736, -2.549347, -0.395481], [-1.445500, -3.601280, 0.465263], [-1.203263, -3.182593, 1.775445], [-1.648441, 3.006415, -0.477181], [2.361349, 2.023350, 0.487720], [1.044890, 3.595761, 1.421989], [-1.870622, -4.535172, 0.096490], [1.480327, 3.891863, -1.216535], [-1.396396, -3.697211, 2.711294], [2.353098, -0.465254, 1.499307], [0.191024, -0.088330, 2.500028], [-2.021256, -2.857794, -2.213849], [-0.975272, -0.923435, 3.545771], [1.932628, -2.200885, -0.552154], [-2.725946, 3.096044, -0.681421], [0.678872, -1.590657, 3.342272], [1.416238, -0.749140, -2.796902], [-1.531454, 2.926242, 1.772834], [-0.295888, -3.328753, -2.236601], [-0.764741, -1.612709, -2.295524], [1.748116, 1.846645, -2.194923], [-0.823719, 3.392384, -2.516825]], "forces_ev_per_a": [[-1.0, -1.2, 0.9], [-3.3, -0.5, -0.5], [0.2, -1.0, 0.1], [1.2, 0.0, -0.2], [0.7, -0.1, -0.5], [0.0, 0.1, -1.1], [-1.4, 0.5, 0.0], [1.5, -0.4, 0.0], [1.1, -0.3, -0.5], [0.8, 0.0, -0.4], [-1.9, 0.7, 0.0], [0.9, 1.3, -0.1], [0.2, 0.5, 0.6], [0.7, 1.0, 0.5], [-1.3, -2.3, -0.7], [-0.8, -1.0, 2.6], [0.6, 1.0, -1.5], [0.9, 1.6, 0.3], [-0.1, 0.7, -0.2], [0.1, -0.2, -0.1], [-0.1, -0.3, -0.1], [0.1, 0.2, 0.2], [0.1, -0.3, -0.1], [0.0, 0.0, -0.2], [-0.1, 0.0, -0.4], [0.0, -0.1, 0.1], [0.3, 0.0, 0.0], [0.3, 0.0, 0.0], [-0.4, 0.3, 0.1], [0.8, 0.1, 0.3], [-0.2, 0.3, 0.0], [0.1, 0.1, 0.6], [0.1, -0.2, -0.2], [-0.2, 0.2, -0.1], [-0.1, -0.1, 0.1], [0.0, -0.2, 0.1], [0.1, -0.3, 0.2]], "lowdin_charge": [0.994, 0.387, -0.166, -0.181, -0.220, -0.110, -0.179, -0.303, -0.288, -0.207, -0.185, -0.219, -0.096, -0.191, -0.414, -0.439, -0.106, -0.106, -0.378, 0.081, 0.091, 0.075, 0.095, 0.071, 0.097, 0.038, 0.072, 0.070, 0.110, 0.065, 0.070, 0.099, 0.090, 0.071, 0.029, 0.086, 0.093], "total_charge": -1, "energy_ha": -3353.4160, "fmax_ha_per_bohr": 0.065, "e_lumo_ev": [2.870, 2.211], "multiplicity": 5, "homo_lumo_gap_ev": [5.48, 5.28]}